Entry one
{
  "formula": "C6H13NOS2",
  "method": "ωB97M-V/def2-TZVPD",
  "mol_weight_g_mol": 179.31,
  "e_homo_ha": -0.307,
  "smiles": "C1CSCSC1.CC(N)=O",
  "species": ["C", "C", "S", "C", "S", "C", "H", "H", "H", "H", "H", "H", "H", "H", "C", "C", "N", "O", "H", "H", "H", "H", "H"],
  "positions_angstrom": [[-2.33, 0.42, 1.82], [-1.33, 1.21, 0.98], [0.24, 1.54, 1.82], [0.72, -0.17, 2.12], [-0.41, -1.11, 3.17], [-1.87, -1.01, 2.11], [-2.52, 0.95, 2.78], [-3.29, 0.37, 1.27], [-1.74, 2.21, 0.73], [-1.13, 0.68, 0.03], [0.86, -0.70, 1.16], [1.70, -0.15, 2.63], [-1.67, -1.55, 1.16], [-2.66, -1.57, 2.65], [1.86, -0.71, -3.64], [1.31, -0.33, -2.28], [1.81, 0.83, -1.77], [0.49, -1.01, -1.68], [1.40, -1.65, -3.97], [2.95, -0.84, -3.60], [1.63, 0.07, -4.39], [2.50, 1.39, -2.27], [1.48, 1.13, -0.85]]
}

=====

Entry two
{
  "formula": "C6H13NOS2",
  "method": "ωB97M-V/def2-TZVPD",
  "mol_weight_g_mol": 179.31,
  "e_homo_ha": [-0.308, -0.256],
  "species": ["C", "C", "C", "C", "C", "C", "N", "O", "S", "S", "H", "H", "H", "H", "H", "H", "H", "H", "H", "H", "H", "H", "H"],
  "positions_angstrom": [[0.94, 0.16, 1.67], [0.29, 1.92, -0.70], [-1.84, 1.58, 0.24], [-1.65, 2.70, -1.98], [1.31, -2.74, 1.46], [1.51, -1.34, -1.08], [-0.97, 1.99, -0.87], [-0.65, -1.50, 0.40], [1.62, 2.26, -1.48], [0.71, -1.20, 0.69], [1.97, 0.00, 2.06], [-0.91, 1.31, 1.03], [-2.46, 2.38, 0.76], [-2.41, 0.75, -0.04], [-2.35, 1.96, -2.40], [-2.18, 3.54, -1.53], [-0.86, 2.91, -2.80], [1.10, -3.60, 0.70], [2.33, -2.57, 1.76], [0.79, -2.88, 2.33], [1.87, -2.42, -1.14], [0.87, -1.01, -1.90], [2.51, -0.79, -1.11]]
}

=====

The structure shown above that is most stable: entry one.